Entry 1:
This record from the Open Molecules 2025 dataset describes C59H51IrNP3Si as an isolated structure. The level of theory is the ωB97M-V functional and the def2-TZVPD basis.

Cartesian coordinates (Å):
1 Ir -0.190 -0.195 -0.250
2 C 4.608 -4.480 -0.114
3 C 3.829 -4.158 0.990
4 C 3.075 -2.997 0.990
5 C 3.098 -2.147 -0.119
6 C 3.876 -2.477 -1.225
7 C 4.629 -3.643 -1.220
8 P 2.172 -0.601 0.035
9 C 2.872 0.583 -1.165
10 C 3.691 1.620 -0.826
11 C 4.140 2.560 -1.777
12 C 3.729 2.464 -3.119
13 C 2.908 1.459 -3.518
14 C 2.451 0.435 -2.572
15 C 2.633 0.013 1.670
16 C 3.970 0.104 2.060
17 C 4.284 0.657 3.291
18 C 3.271 1.117 4.125
19 C 1.941 0.979 3.755
20 C 1.600 0.403 2.530
21 Si -0.110 -0.214 2.083
22 C -1.450 0.898 2.746
23 C -1.583 1.229 4.097
24 C -2.446 2.236 4.495
25 C -3.168 2.955 3.548
26 C -3.072 2.626 2.207
27 C -2.242 1.573 1.815
28 P -2.124 1.073 0.084
29 C -1.301 2.456 -0.744
30 C 0.040 2.625 -0.356
31 C 0.845 3.550 -1.013
32 C 0.310 4.327 -2.030
33 C -1.024 4.174 -2.398
34 C -1.825 3.227 -1.774
35 C -3.778 0.851 -0.580
36 C -4.940 0.992 0.174
37 C -6.177 0.818 -0.431
38 C -6.261 0.490 -1.777
39 C -5.103 0.319 -2.526
40 C -3.871 0.496 -1.924
41 C -0.283 -1.994 2.617
42 C -0.106 -2.443 3.927
43 C -0.413 -3.751 4.268
44 C -0.926 -4.626 3.314
45 C -1.103 -4.204 2.008
46 C -0.752 -2.898 1.661
47 P -0.922 -2.312 -0.033
48 C 0.064 -3.340 -1.145
49 C 0.737 -4.485 -0.732
50 C 1.448 -5.242 -1.655
51 C 1.499 -4.863 -2.987
52 C 0.835 -3.716 -3.407
53 C 0.125 -2.962 -2.489
54 C -2.646 -2.588 -0.468
55 C -3.615 -2.191 0.457
56 C -4.956 -2.413 0.195
57 C -5.339 -3.025 -0.992
58 C -4.381 -3.423 -1.913
59 C -3.035 -3.210 -1.655
60 H 5.212 -5.378 -0.107
61 H 3.822 -4.803 1.858
62 H 2.485 -2.743 1.865
63 H 3.945 -1.821 -2.083
64 H 5.248 -3.886 -2.073
65 H 4.009 1.738 0.201
66 H 4.806 3.354 -1.469
67 H 4.088 3.183 -3.844
68 H 2.622 1.357 -4.555
69 H 2.608 -0.579 -2.953
70 H 4.760 -0.259 1.412
71 H 5.318 0.733 3.601
72 H 3.522 1.563 5.078
73 H 1.169 1.318 4.435
74 H -1.013 0.698 4.851
75 H -2.546 2.479 5.545
76 H -3.811 3.768 3.859
77 H -3.640 3.187 1.475
78 H 0.430 2.122 0.530
79 H 1.867 3.702 -0.691
80 H 0.919 5.078 -2.515
81 H -1.445 4.809 -3.167
82 H -2.863 3.116 -2.063
83 H -4.895 1.218 1.230
84 H -7.078 0.936 0.154
85 H -7.229 0.360 -2.241
86 H -5.167 0.046 -3.572
87 H -2.959 0.357 -2.492
88 H 0.269 -1.770 4.691
89 H -0.272 -4.091 5.286
90 H -1.190 -5.636 3.595
91 H -1.517 -4.882 1.270
92 H 0.719 -4.794 0.303
93 H 1.962 -6.136 -1.327
94 H 2.045 -5.465 -3.701
95 H 0.854 -3.434 -4.453
96 H -0.436 -2.096 -2.821
97 H -3.323 -1.726 1.394
98 H -5.702 -2.122 0.922
99 H -6.387 -3.210 -1.189
100 H -4.680 -3.923 -2.825
101 H -2.297 -3.568 -2.360
102 C -1.724 1.355 -4.866
103 C -0.853 0.102 -4.703
104 C -1.677 -1.194 -4.730
105 C 0.201 0.044 -5.840
106 C -0.029 0.223 -3.481
107 N 0.781 0.366 -2.659
108 H -2.183 1.306 -5.854
109 H -1.131 2.267 -4.806
110 H -2.516 1.398 -4.121
111 H -2.365 -1.120 -5.571
112 H -2.259 -1.360 -3.827
113 H -1.040 -2.063 -4.898
114 H -0.345 -0.134 -6.767
115 H 0.907 -0.776 -5.699
116 H 0.737 0.985 -5.946

Computed properties:
Net charge: +3
Spin multiplicity: 2
DFT total energy, eV: -102062.857
Orbital gap (spin up / spin down), eV: 7.2246 / 6.1197
Energy relative to the best compared isomer or geometry (same formula, charge and spin), kJ/mol: 73.69
E_LUMO (spin up / spin down), eV: -8.5 / -9.6


Entry 2:
This record from the Open Molecules 2025 dataset describes C59H54AuCl5Ge2INOS4 as an isolated structure. The level of theory is the ωB97M-V functional and the def2-TZVPD basis.

Cartesian coordinates (Å):
1 Au -1.108 -2.641 -0.822
2 Cl 2.384 -8.882 0.932
3 C 1.527 -7.574 0.217
4 C 1.723 -6.274 0.664
5 Cl 2.825 -5.970 1.953
6 C 1.039 -5.212 0.088
7 Cl 1.340 -3.607 0.643
8 C 0.114 -5.407 -0.955
9 O -0.596 -4.490 -1.530
10 C -0.060 -6.741 -1.397
11 Cl -1.185 -7.012 -2.670
12 C 0.628 -7.799 -0.827
13 Cl 0.371 -9.401 -1.400
14 C -2.495 -5.559 2.459
15 C -2.421 -4.120 2.873
16 C -3.544 -3.308 2.885
17 C -3.465 -1.963 3.218
18 C -4.700 -1.110 3.167
19 C -2.225 -1.417 3.553
20 C -1.097 -2.236 3.642
21 C 0.219 -1.717 4.150
22 C -1.208 -3.570 3.277
23 C -2.100 0.034 3.853
24 C -2.591 0.491 5.072
25 C -2.448 1.816 5.443
26 C -1.768 2.688 4.615
27 C -1.253 2.254 3.397
28 C -1.455 0.935 2.989
29 Ge -0.862 0.396 1.198
30 S -2.254 -1.176 0.401
31 S 1.264 -0.192 0.948
32 Ge 0.803 0.472 -1.140
33 S 0.151 -1.338 -2.241
34 S -0.873 1.822 -0.525
35 C 2.124 1.248 -2.367
36 C 1.682 2.060 -3.410
37 C 2.568 2.442 -4.409
38 C 3.881 2.015 -4.389
39 C 4.328 1.218 -3.349
40 C 3.464 0.830 -2.331
41 C 4.023 0.046 -1.196
42 C 4.200 -1.334 -1.281
43 C 3.878 -2.104 -2.528
44 C 4.715 -2.014 -0.181
45 C 5.078 -1.354 0.979
46 C 5.599 -2.105 2.169
47 C 4.934 0.029 1.024
48 C 4.404 0.739 -0.040
49 C 4.210 2.222 0.070
50 C 0.279 2.549 -3.465
51 C -0.044 3.747 -2.827
52 C 1.006 4.537 -2.100
53 C -1.359 4.192 -2.853
54 C -2.354 3.476 -3.501
55 C -3.777 3.951 -3.504
56 C -1.999 2.308 -4.167
57 C -0.694 1.841 -4.176
58 C -0.338 0.621 -4.973
59 C -0.404 3.211 2.633
60 C -0.957 4.191 1.813
61 C -2.424 4.234 1.500
62 C -0.120 5.144 1.242
63 C 1.246 5.139 1.462
64 C 2.137 6.206 0.896
65 C 1.782 4.129 2.255
66 C 0.980 3.172 2.854
67 C 1.594 2.144 3.759
68 H -3.517 -5.855 2.235
69 H -2.119 -6.213 3.248
70 H -1.886 -5.740 1.573
71 H -4.503 -3.720 2.597
72 H -5.529 -1.671 2.745
73 H -4.547 -0.220 2.555
74 H -4.991 -0.767 4.160
75 H 0.084 -1.056 5.007
76 H 0.764 -1.155 3.390
77 H 0.855 -2.548 4.450
78 H -0.328 -4.199 3.314
79 H -3.076 -0.212 5.735
80 H -2.841 2.161 6.388
81 H -1.609 3.716 4.911
82 H 2.211 3.080 -5.207
83 H 4.559 2.312 -5.176
84 H 5.359 0.895 -3.312
85 H 3.131 -1.604 -3.140
86 H 3.498 -3.094 -2.277
87 H 4.775 -2.232 -3.138
88 H 4.821 -3.089 -0.235
89 H 5.654 -3.173 1.966
90 H 4.948 -1.959 3.033
91 H 6.594 -1.757 2.446
92 H 5.210 0.563 1.924
93 H 4.717 2.605 0.954
94 H 3.149 2.478 0.161
95 H 4.595 2.744 -0.807
96 H 1.899 4.674 -2.708
97 H 1.306 4.028 -1.183
98 H 0.621 5.516 -1.824
99 H -1.611 5.114 -2.346
100 H -3.899 4.827 -2.871
101 H -4.447 3.174 -3.140
102 H -4.099 4.216 -4.512
103 H -2.758 1.752 -4.703
104 H -1.234 0.120 -5.331
105 H 0.246 -0.094 -4.396
106 H 0.261 0.892 -5.844
107 H -2.994 3.528 2.101
108 H -2.586 3.986 0.450
109 H -2.829 5.232 1.671
110 H -0.556 5.914 0.618
111 H 1.588 6.868 0.228
112 H 2.969 5.773 0.340
113 H 2.561 6.815 1.697
114 H 2.849 4.106 2.437
115 H 2.641 2.379 3.943
116 H 1.548 1.147 3.315
117 H 1.078 2.097 4.717
118 I -4.151 -4.506 -0.836
119 C -4.344 -3.055 -2.337
120 C -5.581 -2.831 -2.926
121 C -5.658 -1.821 -3.870
122 C -4.519 -1.088 -4.171
123 C -3.341 -1.411 -3.525
124 N -3.257 -2.388 -2.630
125 H -6.441 -3.418 -2.651
126 H -6.599 -1.604 -4.355
127 H -4.542 -0.281 -4.889
128 H -2.419 -0.873 -3.710

Computed properties:
Net charge: 0
Spin multiplicity: 1
DFT total energy, eV: -296381.816
Orbital gap (spin up / spin down), eV: 5.4183 / 5.4202
Energy relative to the best compared isomer or geometry (same formula, charge and spin), kJ/mol: 29.40
E_LUMO (spin up / spin down), eV: -2.4 / -2.4